Record 1
C19H39O15Zn | ωB97M-V/def2-TZVPD

Last column: Mulliken charge in e.
Cartesian coordinates (Å):
Zn  -0.554  2.709  -1.349  0.81
O  -3.973  0.623  -1.604  -0.37
O  1.745  -5.502  1.587  -0.56
O  -2.724  3.777  1.792  -0.36
O  1.540  2.953  -4.880  -0.35
O  -0.939  3.070  2.681  -0.37
O  3.507  -2.487  3.756  -0.31
O  0.573  4.848  -4.812  -0.34
O  4.194  -1.286  2.127  -0.33
O  0.121  3.339  -3.195  -0.64
O  2.537  -0.478  3.426  -0.55
O  -2.097  1.640  -2.265  -0.17
O  -1.250  2.598  0.517  -0.01
O  0.622  1.187  -1.341  -0.39
O  -4.098  1.930  -3.285  -0.36
O  -2.118  -3.667  2.131  -0.60
C  1.441  -4.987  0.542  0.89
C  0.104  2.056  2.718  -0.39
C  0.689  3.679  -4.223  0.81
C  -0.005  -2.622  1.955  0.02
C  -3.524  2.758  -4.289  -0.51
C  3.355  -1.321  3.158  0.86
C  2.374  -3.976  -0.113  -0.52
C  4.221  -0.096  1.360  -0.37
C  0.273  -5.424  -0.302  -1.33
C  -1.038  -3.483  2.638  0.75
C  -0.630  -4.184  3.910  -1.11
C  -3.252  -0.093  -0.587  -0.24
C  -3.291  1.406  -2.402  0.61
C  -1.618  3.115  1.569  0.75
C  -3.696  3.785  0.743  -0.39
C  1.699  1.591  -4.477  -0.50
C  2.772  -2.697  4.962  -0.50
C  0.793  -0.009  -0.671  -0.25
C  -0.435  5.748  -4.358  -0.45
H  -2.526  0.533  -0.074  -0.20
H  2.959  -3.670  5.400  0.24
H  3.106  -1.927  5.661  0.35
H  0.974  -3.004  2.256  -0.16
H  -0.492  6.543  -5.094  0.26
H  -3.994  -0.547  0.058  0.33
H  -0.240  1.058  2.472  0.04
H  -4.715  3.862  1.108  0.33
H  -0.103  -5.114  3.687  0.25
H  3.163  -3.769  0.609  0.21
H  -3.643  2.900  0.110  -0.01
H  -1.570  -4.469  4.381  0.39
H  0.812  0.965  -4.577  0.29
H  -2.666  -0.885  -1.058  0.31
H  -0.099  -2.674  0.875  -0.06
H  0.924  2.434  2.113  0.30
H  1.915  1.550  -3.406  0.12
H  0.459  2.062  3.744  0.33
H  0.740  -5.962  -1.136  0.44
H  1.090  -0.002  0.388  -0.11
H  -3.039  2.147  -5.050  0.34
H  1.855  -3.029  -0.272  -0.19
H  1.430  -0.657  -1.283  0.38
H  -2.907  3.565  -3.908  0.05
H  4.767  0.729  1.813  0.35
H  2.757  -4.408  -1.035  0.49
H  2.524  1.136  -5.011  0.31
H  -0.175  -0.549  -0.601  -0.02
H  -0.430  -4.679  -0.665  0.27
H  -0.317  -6.205  0.181  0.35
H  3.216  0.267  1.137  -0.02
H  -1.374  5.232  -4.176  0.10
H  -0.123  6.268  -3.448  0.29
H  0.009  -3.577  4.542  0.27
H  4.644  -0.363  0.395  0.25
H  1.709  -2.540  4.800  0.09
H  -3.527  4.681  0.140  0.29
H  -4.333  3.210  -4.863  0.30
H  -0.099  -1.614  2.366  0.19

The multiplicity is 1. Its relative energy (zero: lowest compared OMol25 entry of this formula, charge and spin) is 0.0 kJ/mol. The total energy comes out at -3655.06093 a.u. The value obtained for the HOMO-LUMO gap is 7.74 eV. Its charge is +1.

Record 2
C4H6INO | ωB97M-V/def2-TZVPD

Last column: natural (NBO) charge in e.
Cartesian coordinates (Å):
I  0.925  0.583  -2.459  0.16
O  -2.858  -0.946  -0.124  -0.59
N  -1.330  0.835  -0.038  -0.71
C  1.581  0.603  0.566  -0.74
C  0.491  0.111  -0.314  0.20
C  -0.404  -1.137  0.069  -0.59
C  -1.789  -0.444  0.008  0.66
H  1.681  1.689  0.511  0.25
H  -0.004  -1.573  1.031  0.24
H  1.578  0.442  1.597  0.24
H  -1.944  1.621  -0.207  0.39
H  -0.395  -1.956  -0.753  0.24
H  2.469  0.174  0.113  0.25

The multiplicity is 1. Its relative energy (zero: lowest compared OMol25 entry of this formula, charge and spin) is 262.5 kJ/mol. The total energy comes out at -583.61956 a.u. The value obtained for the HOMO-LUMO gap is 9.14 eV. Its charge is 0.